DFT (wB97M-V/def2-TZVPD) results for 2 unconnected molecules or ions with the total composition C22H37ClN2O4PS2 in a non-equilibrium geometry.

Geometry as ORCA input:
```
! RIJCOSX wB97M-V def2-TZVPD def2/J DEFGRID3
* xyz 1 1
C -2.801 -5.528 -4.570
C -2.123 -4.208 -4.168
C -0.923 -4.464 -3.238
C -0.891 -3.488 -2.054
C 0.406 -3.572 -1.232
C 1.381 -2.450 -1.524
C 1.451 -1.967 -2.822
N 2.276 -0.969 -3.164
C 3.063 -0.387 -2.253
C 3.052 -0.784 -0.931
P 4.240 0.235 0.078
O 4.312 -0.537 1.503
Cl 2.992 1.829 0.511
C 2.210 -1.857 -0.543
C 2.195 -2.344 0.864
C 1.508 -1.360 1.847
C 0.117 -1.830 2.307
S -1.077 -0.476 2.332
C -0.821 0.177 3.997
S -0.710 -0.837 5.256
N -0.807 1.573 4.016
C -0.119 2.138 5.191
C 0.685 3.398 4.757
C -2.219 2.065 3.856
C -2.308 3.151 2.775
H -3.549 -5.806 -3.833
H -3.338 -5.401 -5.506
H -2.071 -6.318 -4.702
H -2.851 -3.551 -3.700
H -1.783 -3.734 -5.085
H -1.012 -5.463 -2.822
H 0.002 -4.358 -3.805
H -1.725 -3.737 -1.404
H -1.085 -2.475 -2.401
H 0.920 -4.515 -1.412
H 0.148 -3.549 -0.185
H 0.829 -2.378 -3.598
H 2.309 -0.660 -4.125
H 3.700 0.416 -2.596
H 4.013 0.064 2.202
H 1.659 -3.282 0.915
H 3.195 -2.574 1.210
H 2.128 -1.338 2.738
H 1.461 -0.344 1.466
H -0.303 -2.589 1.655
H 0.180 -2.256 3.303
H -0.836 2.473 5.934
H 0.578 1.436 5.619
H 1.743 3.227 4.942
H 0.397 4.285 5.309
H 0.590 3.553 3.688
H -2.613 2.430 4.799
H -2.811 1.217 3.528
H -2.288 4.140 3.226
H -3.218 3.090 2.195
H -1.465 3.051 2.100
C 0.833 5.294 -1.733
C -0.194 4.212 -1.511
C -1.109 3.934 -2.683
O -2.286 3.439 -2.034
C -2.325 3.983 -0.790
O -3.250 3.934 -0.053
O -1.146 4.597 -0.508
H 1.598 4.959 -2.435
H 0.368 6.198 -2.127
H 1.315 5.561 -0.793
H 0.292 3.291 -1.169
H -0.716 3.193 -3.375
H -1.371 4.840 -3.233
*
```

Output
E_LUMO	-4.24	eV
F_max	1.72	eV Å⁻¹

DFT (wB97M-V/def2-TZVPD) results for a molecular structure, C22H37GeN9P2Ti.

Geometry as ORCA input:
```
! RIJCOSX wB97M-V def2-TZVPD def2/J DEFGRID3
* xyz 0 3
Ti 0.522 0.525 -0.122
C 2.244 4.965 1.693
N 1.748 4.223 0.555
C 1.674 4.688 -0.740
C 1.155 3.671 -1.482
N 0.918 2.604 -0.662
C 1.287 2.952 0.574
P 1.235 1.725 1.987
C 3.105 1.078 1.019
N 2.708 0.368 -0.050
C 3.800 0.124 -0.846
C 4.896 0.662 -0.253
N 4.442 1.270 0.902
C 5.254 2.005 1.845
C -0.965 2.104 1.715
N -1.344 1.417 0.615
C -2.428 2.062 0.061
C -2.735 3.142 0.821
N -1.810 3.155 1.843
C -1.745 4.125 2.915
H 3.258 5.314 1.501
H 2.247 4.296 2.552
H 1.601 5.821 1.900
H 1.982 5.685 -1.004
H 0.939 3.645 -2.536
H 3.735 -0.436 -1.764
H 5.935 0.664 -0.536
H 6.063 1.382 2.226
H 4.614 2.303 2.672
H 5.680 2.894 1.378
H -2.901 1.737 -0.848
H -3.518 3.877 0.739
H -2.311 5.012 2.635
H -0.706 4.401 3.088
H -2.158 3.716 3.837
C -3.243 -3.873 -1.283
N -2.696 -3.596 -2.609
C -3.646 -2.770 -3.341
N -3.997 -1.540 -2.646
C -4.523 -1.877 -1.326
N -3.610 -2.682 -0.521
C -2.434 -1.922 -0.090
P -1.343 -1.416 -1.494
C -1.379 -2.967 -2.526
C -2.854 -0.651 -2.535
H -2.518 -4.455 -0.713
H -4.145 -4.477 -1.415
H -4.560 -3.351 -3.493
H -3.226 -2.521 -4.318
H -5.446 -2.446 -1.464
H -4.757 -0.956 -0.788
H -1.869 -2.522 0.627
H -2.760 -1.019 0.435
H -0.664 -3.674 -2.103
H -1.040 -2.727 -3.539
H -2.452 -0.418 -3.524
H -3.158 0.269 -2.042
C 0.631 -2.107 2.409
Ge 1.001 -2.762 0.592
C 2.936 -3.041 0.421
C 0.179 -4.560 0.494
C 0.377 -1.502 -0.769
H 0.766 -2.936 3.108
H -0.388 -1.734 2.522
H 1.314 -1.305 2.694
H 3.222 -3.916 1.006
H 3.491 -2.177 0.783
H 3.221 -3.217 -0.617
H 0.799 -5.248 1.072
H 0.122 -4.946 -0.524
H -0.820 -4.581 0.929
H 1.048 -1.548 -1.639
*
```

Output
E_LUMO (spin up / spin down)	0.64 / 0.19	eV
F_max	0.49	eV Å⁻¹

DFT (wB97M-V/def2-TZVPD) results for a molecular structure, C22H37HfNO4P2S in a non-equilibrium geometry.

Geometry as ORCA input:
```
! RIJCOSX wB97M-V def2-TZVPD def2/J DEFGRID3
* xyz 0 1
Hf 0.032 0.180 0.059
P -1.019 0.795 -2.222
P 1.046 -0.763 2.222
N -1.472 -1.155 0.258
H 2.370 2.020 -1.977
C -0.408 0.006 -3.726
H -0.917 0.417 -4.610
H -0.585 -1.077 -3.683
H 0.674 0.167 -3.830
C -0.819 2.573 -2.542
H -1.179 2.807 -3.549
H 0.232 2.862 -2.448
H -1.391 3.152 -1.807
C -2.813 0.515 -2.244
H -3.248 1.002 -3.124
H -3.271 0.916 -1.329
H -3.017 -0.562 -2.276
C 2.295 -2.069 2.141
H 2.624 -2.346 3.152
H 3.163 -1.726 1.562
H 1.884 -2.956 1.641
C 1.844 0.567 3.158
H 2.303 0.158 4.068
H 1.111 1.334 3.427
H 2.617 1.047 2.544
C -0.239 -1.420 3.328
H 0.196 -1.629 4.312
H -0.657 -2.341 2.902
H -1.057 -0.694 3.426
C -2.521 -1.889 0.413
C -3.695 -3.962 -0.016
C -2.578 -3.190 -0.185
C -3.639 -1.418 1.174
C -4.742 -2.220 1.321
C -4.793 -3.498 0.734
H -3.732 -4.953 -0.471
H -1.706 -3.513 -0.759
H -3.559 -0.419 1.610
H -5.590 -1.856 1.902
H -5.678 -4.127 0.860
C 2.794 1.372 -1.196
O 1.730 0.699 -0.580
C 3.663 0.305 -1.867
H 4.715 0.573 -1.755
H 3.437 0.228 -2.935
H 3.501 -0.676 -1.406
C 3.537 2.225 -0.186
H 4.346 1.643 0.280
H 2.867 2.581 0.594
H 3.980 3.090 -0.687
C 2.248 8.437 3.180
C 1.615 7.201 2.605
C 2.206 6.588 1.496
C 1.652 5.446 0.934
C 0.522 4.912 1.509
C -0.119 5.492 2.591
C 0.449 6.635 3.138
S -0.140 3.222 0.740
O 0.733 3.134 -0.482
O 0.892 2.954 1.890
O -0.871 1.705 1.064
H 3.270 8.211 3.501
H 2.291 9.220 2.416
H 1.683 8.807 4.034
H 3.116 7.006 1.054
H 2.143 4.996 0.076
H -1.020 5.060 3.021
H -0.026 7.108 4.004
*
```

Output
E_LUMO (spin up / spin down)	-2.04 / -2.04	eV
F_max	5.72	eV Å⁻¹

DFT (wB97M-V/def2-TZVPD) results for a molecular structure, C22H37N2O6Ti in a non-equilibrium geometry.

Geometry as ORCA input:
```
! RIJCOSX wB97M-V def2-TZVPD def2/J DEFGRID3
* xyz 0 2
C -4.363 -1.568 2.674
O -5.386 -1.627 1.696
C -5.031 -2.401 0.563
C -4.313 -1.545 -0.514
C -2.795 -1.767 -0.574
C -2.386 -3.288 -0.750
C -1.182 -3.510 -1.720
C 0.175 -3.816 -0.974
C 1.346 -3.030 -1.609
C 2.402 -2.718 -0.556
C 3.449 -1.671 -0.966
C 2.796 -0.329 -1.357
C 2.788 0.718 -0.196
C 1.884 1.862 -0.697
O 2.491 3.141 -0.495
C 1.875 4.123 -1.226
O 0.829 4.697 -0.429
C -0.214 5.231 -1.235
C -1.180 4.128 -1.733
O -2.540 4.540 -1.646
N 2.241 0.021 0.980
C 1.821 0.844 2.055
C 0.819 0.379 2.916
C 0.424 1.138 3.987
N 0.851 2.350 4.339
C 1.804 2.756 3.493
C 2.328 2.094 2.407
C 4.281 1.120 -0.027
O 4.865 0.765 1.038
O 4.846 1.713 -0.956
H -4.821 -1.654 3.664
H -3.634 -2.399 2.577
H -3.864 -0.590 2.621
H -4.458 -3.300 0.838
H -5.971 -2.760 0.131
H -4.490 -0.496 -0.252
H -4.796 -1.714 -1.481
H -2.392 -1.134 -1.368
H -2.376 -1.319 0.404
H -2.106 -3.715 0.268
H -3.276 -3.826 -1.080
H -1.100 -2.608 -2.330
H -1.436 -4.339 -2.388
H 0.103 -3.413 0.067
H 0.417 -4.879 -0.994
H 0.903 -2.151 -2.084
H 1.771 -3.627 -2.425
H 1.950 -2.380 0.385
H 2.942 -3.657 -0.362
H 4.054 -2.017 -1.811
H 4.116 -1.504 -0.113
H 1.751 -0.407 -1.688
H 3.370 0.144 -2.161
H 1.712 1.740 -1.774
H 0.915 1.894 -0.173
H 1.458 3.766 -2.184
H 2.600 4.914 -1.465
H 0.264 5.736 -2.091
H -0.750 5.949 -0.610
H -0.917 3.902 -2.778
H -1.073 3.210 -1.152
H -2.691 5.240 -2.289
H 2.967 -0.577 1.375
H 0.362 -0.596 2.744
H -0.338 0.707 4.645
H 2.215 3.745 3.703
H 3.126 2.540 1.829
Ti -1.431 -2.776 1.312
*
```

Output
E_LUMO (spin up / spin down)	-2.32 / -2.24	eV
F_max	4.05	eV Å⁻¹

DFT (wB97M-V/def2-TZVPD) results for a molecular structure, C22H37N3O3 in a non-equilibrium geometry.

Geometry as ORCA input:
```
! RIJCOSX wB97M-V def2-TZVPD def2/J DEFGRID3
* xyz 0 1
C -0.406 4.633 2.115
H -0.576 4.914 3.011
C 0.604 3.308 1.996
C 1.955 3.772 2.745
H 2.496 4.824 2.250
H 1.738 4.041 3.915
C 2.850 2.784 2.774
C 2.598 1.335 3.223
N 2.679 0.959 4.512
C 1.911 -0.191 4.520
C 1.450 -0.743 3.464
N 1.944 0.377 2.583
H 1.608 0.696 1.412
C 0.630 -1.857 2.906
N -0.196 -1.410 1.824
C -1.403 -0.396 2.401
C -1.986 0.348 0.986
H -1.574 1.274 0.964
H -2.968 0.132 1.036
C -1.607 -0.679 -0.080
C 0.100 -0.513 -0.288
O 0.534 0.444 0.117
O 0.526 -1.714 -0.770
C 1.847 -1.580 -0.889
C 2.628 -2.924 -1.909
H 2.091 -3.726 -1.442
H 3.447 -2.569 -2.089
H 1.924 -2.883 -2.832
H 2.396 -1.516 0.054
H 2.157 -0.586 -1.534
C -1.828 -2.214 0.153
C -0.853 -2.552 1.270
H -1.598 -3.166 2.053
H -0.192 -3.134 0.899
H -1.740 -2.664 -0.717
H -2.965 -2.346 0.472
C -2.051 -0.145 -1.522
C -1.897 -0.695 -2.641
C -0.679 0.232 -3.403
C -0.242 -0.417 -4.585
C -1.618 -0.605 -5.645
C -2.551 -1.555 -4.572
O -2.763 -0.869 -3.509
H -3.336 -1.564 -5.345
H -1.797 -2.542 -4.525
H -1.201 -1.164 -6.691
H -2.026 0.346 -5.968
H 0.352 0.457 -5.433
H 0.447 -1.354 -4.603
H 0.180 0.447 -2.626
H -1.149 1.156 -3.659
H -1.095 -1.696 -2.595
H -3.234 -0.500 -1.571
H -2.242 1.028 -1.498
H -2.253 -0.913 2.822
H -1.031 0.196 3.009
H 1.419 -2.436 2.408
H 0.181 -2.228 3.854
H 1.832 -0.853 5.513
H 2.880 2.453 1.594
H 3.946 2.952 3.082
H 0.720 3.136 1.075
H 0.190 2.585 2.560
H 0.096 5.568 1.764
H -1.302 4.498 1.601
*
```

Output
E_LUMO	0.66	eV
F_max	18.50	eV Å⁻¹

DFT (wB97M-V/def2-TZVPD) results for a gas-phase ion, C22H38BFN3O3 (charge +1) in a non-equilibrium geometry.

Geometry as ORCA input:
```
! RIJCOSX wB97M-V def2-TZVPD def2/J DEFGRID3
* xyz 1 1
C 2.337 -0.945 2.423
C 2.169 -1.030 0.902
C 3.502 -1.464 0.246
C 1.034 -2.012 0.494
C -0.327 -1.372 0.223
F -1.276 -2.402 0.244
C -0.698 -0.516 1.406
B -1.026 -1.034 2.903
O -0.557 -2.272 3.265
N -1.685 -0.182 3.814
C -2.737 0.736 3.295
C -2.146 -0.870 5.046
N -0.717 0.710 1.048
C -0.517 0.985 -0.379
C 0.617 1.989 -0.594
C 0.153 3.421 -0.256
C 1.316 4.362 0.058
C 2.350 4.468 -1.051
O 1.775 4.862 -2.290
C -0.485 -0.460 -1.037
C 0.672 -0.564 -2.031
C 0.812 -1.931 -2.781
C 2.251 -2.420 -2.865
O 0.032 -2.964 -2.218
C -1.855 -0.612 -1.711
C -2.019 -0.619 -3.087
C -3.300 -0.712 -3.600
C -4.373 -0.793 -2.732
N -4.246 -0.763 -1.410
C -3.018 -0.677 -0.940
H 3.313 -0.540 2.680
H 1.605 -0.293 2.904
H 2.267 -1.934 2.869
H 1.946 -0.039 0.511
H 3.497 -2.518 -0.021
H 3.728 -0.870 -0.638
H 4.337 -1.323 0.929
H 1.331 -2.622 -0.350
H 0.867 -2.689 1.327
H -1.179 -2.996 3.132
H -2.325 1.726 3.092
H -3.515 0.866 4.036
H -3.202 0.381 2.376
H -1.318 -1.365 5.538
H -2.938 -1.583 4.820
H -2.538 -0.122 5.730
H -0.934 1.471 1.681
H -1.417 1.526 -0.681
H 1.464 1.762 0.055
H 0.935 1.971 -1.630
H -0.499 3.414 0.620
H -0.401 3.814 -1.108
H 0.909 5.345 0.288
H 1.823 4.002 0.958
H 2.901 3.529 -1.151
H 3.083 5.225 -0.781
H 1.610 4.082 -2.822
H 0.500 0.203 -2.786
H 1.618 -0.299 -1.565
H 0.500 -1.758 -3.813
H 2.489 -3.101 -2.053
H 2.420 -2.937 -3.806
H 2.953 -1.588 -2.830
H -0.890 -2.862 -2.471
H -1.190 -0.545 -3.772
H -3.472 -0.718 -4.665
H -5.376 -0.881 -3.123
H -2.938 -0.654 0.137
*
```

Output
E_LUMO	-4.23	eV
F_max	1.84	eV Å⁻¹
SMILES	CC(C)C[C@@]1(F)C(B(O)N(C)C)=[NH+][C@@H](CCCCO)[C@]1(C[C@@H](C)O)c1cccnc1

Molecular weight (computed, g mol⁻¹): 524.1, 610.0, 652.0, 473.4, 391.6, 422.4